*a*
Formula: C5H6N4
Source: OMol25
Level of theory: ωB97M-V/def2-TZVPD

Cartesian coordinates (Å):
H: -2.338 -0.866 -1.624
N: -1.964 0.066 -1.222
C: -0.834 -0.185 -0.691
N: -0.334 -1.472 -0.306
C: 0.666 -1.491 0.647
N: 1.713 -0.697 0.870
C: 2.055 0.252 -0.182
N: 1.215 1.110 -0.761
C: -0.178 0.987 -0.222
C: -0.746 1.889 0.713
H: -1.060 -2.163 0.004
H: 0.853 -2.373 1.237
H: 3.025 0.239 -0.552
H: -0.160 2.673 1.296
H: -1.913 2.032 0.794

- LUMO level (eV) = 0.439
- SMILES = [H]/N=C1\NC=NC=NC1=C
- Kohn-Sham gap (Ha) = 0.348

---

*b*
Formula: C5H6N4
Source: OMol25
Level of theory: ωB97M-V/def2-TZVPD

Cartesian coordinates (Å):
C: 0.675 -0.568 1.245
C: 0.146 -0.243 -0.048
C: 0.751 0.905 -0.674
C: -0.734 0.953 -2.398
C: -1.093 -0.615 -0.638
H: -1.310 -0.581 1.879
H: 0.202 -0.424 3.314
H: 2.301 -0.778 0.676
H: 1.529 1.449 -0.249
H: -1.138 1.421 -3.238
H: -1.815 -1.404 -0.180
N: -0.227 -0.937 2.205
N: 1.900 -0.613 1.702
N: 0.374 1.410 -1.824
N: -1.563 0.025 -1.771

- LUMO level (eV) = -0.284
- Kohn-Sham gap (Ha) = 0.338

---

*c*
Formula: C5H6N4
Source: OMol25
Level of theory: ωB97M-V/def2-TZVPD

Cartesian coordinates (Å):
C: -2.117 1.325 0.616
C: -0.897 0.444 0.588
C: 0.849 -0.922 0.110
C: 1.804 -1.113 -0.794
C: 0.234 0.366 -0.387
H: -2.936 0.983 1.264
H: -1.895 2.442 1.542
H: -2.505 1.559 -0.414
H: 0.126 -2.544 1.225
H: 2.624 -1.645 -1.243
H: 2.819 0.205 -2.104
N: -0.813 -0.430 1.519
N: 0.262 -1.299 1.261
N: 1.676 -0.153 -1.673
N: 0.770 0.782 -1.509

- LUMO level (eV) = 0.394
- Kohn-Sham gap (Ha) = 0.325

---

Which of them is the most stable? Correct choice: *b*.

---

*a*
Formula: C8H12N4
Source: OMol25
Level of theory: ωB97M-V/def2-TZVPD

Cartesian coordinates (Å):
C: 0.196 2.437 0.588
C: -1.011 2.320 -0.359
N: -2.145 1.472 -0.036
N: -1.796 0.328 -0.348
C: -2.562 -0.824 0.052
C: -1.306 -1.715 0.388
N: -0.415 -0.638 0.660
C: 0.835 -0.600 0.378
C: 1.974 -1.495 -0.057
C: 2.768 -0.230 -0.485
C: 1.735 0.635 0.221
N: 1.584 1.887 0.237
H: 0.485 3.503 0.706
H: -0.191 2.261 1.587
H: -1.581 3.422 -0.229
H: -0.598 2.149 -1.434
H: -3.143 -1.023 -0.755
H: -3.249 -0.566 0.929
H: -1.496 -2.304 1.216
H: -1.086 -2.370 -0.475
H: 2.459 -1.860 0.909
H: 1.817 -2.220 -0.826
H: 2.814 -0.128 -1.555
H: 3.706 -0.211 0.066

- LUMO level (eV) = 0.028
- SMILES = C1C/N=N/CC/N=C2\CC\C2=N\1
- Kohn-Sham gap (Ha) = 0.292

---

*b*
Formula: C8H12N4
Source: OMol25
Level of theory: ωB97M-V/def2-TZVPD

Cartesian coordinates (Å):
C: -1.233 -0.428 2.924
C: 0.131 -0.350 2.676
C: -2.131 0.040 2.028
C: 0.611 0.139 1.498
C: -0.439 0.479 0.581
C: -1.036 0.369 -2.356
C: 0.776 -1.221 -1.745
C: 0.441 0.201 -1.951
N: -1.731 0.527 0.751
N: 1.787 0.299 0.905
N: 1.840 1.074 -0.248
N: 0.512 1.114 -0.868
H: -1.501 -0.782 3.911
H: 0.835 -0.792 3.308
H: -3.153 0.220 2.275
H: -1.572 0.247 -1.460
H: -1.330 1.309 -2.779
H: -1.380 -0.476 -2.982
H: 0.380 -1.650 -0.903
H: 1.865 -1.194 -1.607
H: 0.533 -1.874 -2.588
H: 1.081 0.519 -2.705
H: 2.771 0.219 1.334
H: 1.942 2.011 0.003

- LUMO level (eV) = 0.860
- Kohn-Sham gap (Ha) = 0.324

---

*c*
Formula: C8H12N4
Source: OMol25
Level of theory: ωB97M-V/def2-TZVPD

Cartesian coordinates (Å):
C: -1.212 3.470 -0.624
C: -0.898 2.171 -1.269
N: -0.658 1.140 -1.702
H: -2.134 3.921 -0.990
H: -0.393 4.133 -0.900
H: -1.299 3.124 0.407
C: 0.319 -0.661 -0.901
C: 0.717 -1.828 -0.117
N: 1.067 -2.670 0.589
H: 0.082 0.213 -0.294
H: -0.461 -1.000 -1.582
H: 1.153 -0.438 -1.566
C: 1.165 3.314 2.000
C: 1.174 2.080 1.155
N: 1.170 1.099 0.534
H: 1.653 4.133 1.473
H: 1.681 3.103 2.937
H: 0.163 3.727 2.120
C: -0.842 -4.641 0.159
C: 0.075 -5.204 -0.894
N: 0.768 -5.663 -1.653
H: -0.368 -3.828 0.710
H: -1.208 -5.500 0.721
H: -1.717 -4.193 -0.312

- LUMO level (eV) = 0.077
- SMILES = CC#N.CC#N.CC#N.CC#N
- Kohn-Sham gap (Ha) = 0.386

---

Which of them is the most stable? Correct choice: *c*.

---

*a*
Formula: C24H27NO4
Source: OMol25
Level of theory: ωB97M-V/def2-TZVPD

Cartesian coordinates (Å):
C: 0.991 1.076 4.482
C: -0.205 0.429 3.798
C: -0.851 1.397 2.795
C: -1.977 0.710 2.082
O: -3.125 0.843 2.528
C: -1.730 -0.104 0.893
C: -2.812 -0.728 0.306
O: -4.033 -0.643 0.776
C: -2.730 -1.569 -0.939
C: -3.376 -0.778 -2.078
O: -4.118 -1.247 -2.894
O: -3.010 0.506 -2.050
C: -3.573 1.341 -3.055
C: -1.294 -2.015 -1.280
C: -1.220 -2.546 -2.712
C: -0.875 -3.123 -0.310
C: -0.375 -0.804 -1.117
C: -0.410 -0.273 0.294
N: 0.638 0.001 0.950
C: 1.943 -0.071 0.531
C: 2.748 -1.096 0.983
C: 4.109 -1.130 0.668
C: 4.677 -0.139 -0.085
C: 3.895 0.936 -0.554
C: 4.450 1.977 -1.328
C: 3.678 3.010 -1.777
C: 2.310 3.054 -1.471
C: 1.741 2.062 -0.722
C: 2.510 0.981 -0.248
H: 1.425 0.394 5.208
H: 1.752 1.326 3.747
H: 0.695 1.986 4.999
H: -0.950 0.137 4.541
H: 0.124 -0.464 3.266
H: -1.268 2.246 3.340
H: -0.092 1.738 2.094
H: -3.994 -0.028 1.589
H: -3.368 -2.449 -0.801
H: -3.250 1.013 -4.045
H: -4.663 1.302 -3.009
H: -3.216 2.346 -2.849
H: -0.237 -2.972 -2.900
H: -1.391 -1.754 -3.437
H: -1.969 -3.318 -2.872
H: 0.168 -3.386 -0.474
H: -0.988 -2.802 0.723
H: -1.481 -4.013 -0.464
H: 0.653 -1.073 -1.371
H: -0.692 -0.005 -1.791
H: 2.310 -1.885 1.577
H: 4.708 -1.954 1.028
H: 5.729 -0.164 -0.329
H: 5.506 1.941 -1.555
H: 4.115 3.802 -2.368
H: 1.710 3.878 -1.829
H: 0.687 2.101 -0.480

- LUMO level (eV) = 0.374
- SMILES = CCCC(=O)C1=C(O)[C@@H](C(=O)OC)C(C)(C)C/C1=N\c1cccc2ccccc12
- Kohn-Sham gap (Ha) = 0.297

---

*b*
Formula: C24H27NO4
Source: OMol25
Level of theory: ωB97M-V/def2-TZVPD

Cartesian coordinates (Å):
C: -4.079 -0.184 3.499
O: -3.283 0.975 3.403
C: -2.602 1.286 2.267
C: -1.940 2.513 2.324
C: -1.190 2.988 1.272
C: -1.059 2.222 0.120
C: -0.235 2.710 -0.992
N: -0.302 4.008 -1.265
C: 0.414 4.505 -2.255
C: 1.248 3.739 -3.053
C: 1.360 2.387 -2.769
C: 0.617 1.865 -1.724
O: 0.712 0.525 -1.366
C: 1.927 0.016 -1.078
O: 2.952 0.634 -1.177
C: 1.809 -1.408 -0.565
C: 3.198 -2.044 -0.490
C: 3.082 -3.455 0.082
C: 2.482 -3.389 1.486
C: 1.093 -2.756 1.414
C: 0.194 -3.603 0.514
C: 0.795 -3.665 -0.890
C: 2.183 -4.299 -0.821
C: 0.905 -2.254 -1.468
C: 1.201 -1.342 0.845
C: -1.728 1.004 0.041
C: -2.504 0.525 1.086
O: -3.183 -0.671 1.015
C: -3.270 -1.323 -0.226
H: -4.892 -0.178 2.770
H: -3.489 -1.094 3.373
H: -4.496 -0.157 4.506
H: -2.045 3.083 3.234
H: -0.695 3.944 1.331
H: 0.308 5.571 -2.411
H: 1.807 4.182 -3.862
H: 2.020 1.748 -3.337
H: 3.642 -2.075 -1.487
H: 3.846 -1.429 0.138
H: 4.078 -3.907 0.131
H: 3.127 -2.796 2.138
H: 2.411 -4.394 1.908
H: 0.660 -2.704 2.419
H: 0.106 -4.612 0.922
H: -0.808 -3.171 0.478
H: 0.148 -4.268 -1.538
H: 2.615 -4.361 -1.822
H: 2.107 -5.315 -0.426
H: 1.327 -2.297 -2.475
H: -0.083 -1.796 -1.537
H: 1.835 -0.727 1.488
H: 0.215 -0.873 0.803
H: -1.651 0.437 -0.872
H: -2.295 -1.689 -0.565
H: -3.929 -2.174 -0.060
H: -3.700 -0.674 -0.994

- LUMO level (eV) = 0.598
- SMILES = COc1ccc(-c2ncccc2OC(=O)[C@]23C[C@H]4C[C@H](C[C@H](C4)C2)C3)cc1OC
- Kohn-Sham gap (Ha) = 0.312

---

Which of them is the most stable? Correct choice: *a*.